(1)
{
  "formula": "C2H21O11",
  "method": "ωB97M-V/def2-TZVPD",
  "e_homo_ev": [-10.83, -10.82],
  "gap_ha": [0.3924, 0.1977],
  "de_lowest_kj_mol": 0.0,
  "total_energy_ha": -916.326599,
  "spin_multiplicity": 2,
  "fmax_ev_per_a": 4.51,
  "species": ["C", "C", "O", "O", "H", "H", "H", "O", "H", "H", "O", "H", "H", "O", "H", "H", "O", "H", "H", "O", "H", "H", "O", "H", "H", "O", "H", "H", "O", "H", "H", "O", "H", "H"],
  "positions_angstrom": [[1.30618, -0.35608, 0.09875], [-0.16768, -0.44093, -0.16635], [-0.88982, 0.47674, 0.28198], [-0.60784, -1.33027, -0.84603], [1.45296, -1.05774, 0.91986], [1.56913, 0.60786, 0.53438], [2.01593, -0.65420, -0.67293], [4.30758, 1.32007, -0.47265], [4.50642, 1.65001, -1.34892], [3.48936, 0.83483, -0.57887], [-1.37636, 2.77202, -1.08460], [-2.17912, 2.83410, -1.60225], [-1.19290, 1.83373, -1.03788], [-0.78924, -2.68616, 2.17073], [-1.56223, -3.14300, 1.83905], [-0.46621, -2.18584, 1.42136], [-0.96241, 1.81420, 2.71048], [-1.40216, 2.66414, 2.68940], [-0.90929, 1.54864, 1.79238], [-3.01909, -0.70373, 2.84152], [-2.58152, -1.03333, 2.05657], [-3.19955, 0.21603, 2.64737], [3.62095, -2.01605, 1.06429], [4.57177, -2.08487, 0.97796], [3.48937, -1.45157, 1.82605], [-1.71932, -1.15439, -3.56443], [-1.47578, -0.98703, -2.65398], [-2.12942, -2.01914, -3.54808], [2.40585, 1.91007, -2.39708], [1.93057, 1.64182, -3.18346], [1.74715, 2.34413, -1.85492], [-3.53941, -0.65744, -0.23638], [-2.65701, -0.78463, -0.58482], [-3.58682, 0.27790, -0.03859]],
  "atomic_forces_ev_per_a": [[0.053, 0.522, 1.657], [4.166, -0.930, -1.443], [-1.516, 1.225, 0.874], [-1.908, -1.165, -0.685], [0.079, -0.184, 0.075], [0.123, 0.182, -0.107], [-0.744, -0.019, -0.400], [0.381, -0.114, 0.631], [-0.137, 0.099, -0.229], [-0.012, 0.029, -0.244], [0.161, 0.207, 0.027], [-0.208, 0.161, -0.235], [-0.075, 0.005, -0.056], [0.179, 0.168, 0.187], [-0.245, -0.240, -0.066], [0.073, -0.224, -0.182], [0.068, -0.051, 0.239], [-0.039, 0.316, 0.043], [-0.093, 0.092, 0.022], [-0.195, -0.085, 0.303], [0.029, -0.134, -0.107], [0.025, 0.232, 0.083], [-0.226, -0.076, -0.179], [0.277, -0.022, -0.071], [0.082, 0.122, 0.305], [-0.002, 0.317, -0.331], [0.119, -0.159, 0.211], [-0.117, -0.210, -0.013], [0.066, -0.233, -0.010], [-0.111, -0.060, -0.320], [-0.168, 0.342, 0.160], [-0.109, -0.109, 0.108], [0.226, -0.295, -0.309], [-0.202, 0.292, 0.063]]
}

=====

(2)
{
  "formula": "C2H21O9",
  "method": "ωB97M-V/def2-TZVPD",
  "total_charge": -1,
  "e_homo_ev": -5.79,
  "gap_ha": 0.3266,
  "de_lowest_kj_mol": 79.4,
  "total_energy_ha": -765.997443,
  "fmax_ev_per_a": 4.00,
  "species": ["C", "C", "O", "H", "H", "H", "H", "H", "O", "H", "H", "O", "H", "H", "O", "H", "H", "O", "H", "H", "O", "H", "H", "O", "H", "H", "O", "H", "H", "O", "H", "H"],
  "positions_angstrom": [[-0.35466, -0.70952, -1.87092], [-0.82908, -1.05978, -0.47295], [-0.82903, 0.14084, 0.20344], [0.62170, -0.17239, -1.86065], [-1.01832, -0.07677, -2.46670], [-0.21636, -1.61947, -2.40682], [-0.19930, -1.67497, 0.07556], [-1.83118, -1.51862, -0.57553], [2.09638, -2.95607, 1.88783], [2.26505, -2.62754, 0.97915], [2.61607, -2.31023, 2.33967], [-0.09256, -0.45223, 2.78284], [-0.13411, -0.27198, 1.88823], [0.18552, -1.35329, 2.91932], [2.41960, -1.55374, -0.59147], [1.64741, -1.74432, -1.13670], [2.19872, -0.64287, -0.25544], [-2.13107, 2.01945, -0.99352], [-2.48249, 1.84748, -1.83933], [-1.71712, 1.22733, -0.75130], [1.27259, 2.18585, -2.83165], [2.20871, 1.99990, -3.07848], [1.13091, 1.58803, -2.11222], [1.64915, 1.06271, 0.00527], [0.70054, 0.70553, -0.02064], [1.80078, 1.53476, 0.84633], [-2.92915, -0.26787, 1.65573], [-2.19067, -0.28158, 1.08873], [-3.34429, 0.58815, 1.53845], [-1.10832, 2.37174, 1.83253], [-0.14866, 2.49401, 1.86440], [-1.25674, 1.52747, 1.35685]],
  "atomic_forces_ev_per_a": [[0.971, -0.154, -0.349], [-1.213, 2.240, -1.525], [0.235, 0.626, 0.586], [-0.681, -0.535, 0.049], [-0.215, -0.118, 0.428], [0.263, -0.883, -0.989], [1.343, -2.130, 0.486], [0.113, -0.058, 0.280], [-0.088, -0.227, -0.907], [-0.436, -0.318, -0.112], [0.465, 0.594, 1.056], [0.541, -0.188, 3.958], [-0.443, 0.444, -3.441], [0.138, -0.398, -0.317], [-0.193, 0.515, 0.242], [0.143, -0.182, -0.012], [0.434, -0.422, -0.160], [-1.172, 2.880, 0.024], [-0.723, -0.072, -1.565], [1.587, -2.314, 1.355], [1.397, 0.327, -1.365], [-1.078, 0.288, 0.274], [-0.227, -0.287, 1.043], [0.354, -0.036, 0.116], [-0.284, 0.513, 0.847], [-0.429, -0.526, -0.674], [-2.811, -0.480, 1.743], [1.909, 0.435, -1.220], [0.094, 0.111, -0.100], [0.155, 0.075, 0.093], [-0.500, -0.224, -0.078], [0.353, 0.505, 0.235]]
}

=====

(3)
{
  "formula": "C2H22O9",
  "method": "ωB97M-V/def2-TZVPD",
  "e_homo_ev": -8.11,
  "gap_ha": 0.2821,
  "de_lowest_kj_mol": 226.2,
  "total_energy_ha": -766.469435,
  "fmax_ev_per_a": 4.39,
  "species": ["O", "H", "H", "H", "C", "C", "O", "H", "H", "H", "H", "H", "O", "H", "H", "O", "H", "H", "O", "H", "H", "O", "H", "H", "O", "H", "H", "O", "H", "H", "O", "H", "H"],
  "positions_angstrom": [[0.31499, -1.52180, -0.51924], [-0.22983, -0.77666, -0.13106], [1.12691, -1.28318, -0.06116], [0.07121, -2.40173, -0.17546], [-3.10020, 1.66078, -1.13863], [-1.61409, 1.62615, -1.36444], [-1.02357, 0.76718, -0.51283], [-3.56659, 2.40572, -1.83238], [-3.43052, 1.80350, -0.09364], [-3.57498, 0.68617, -1.55538], [-1.20618, 2.65394, -1.18937], [-1.27806, 1.33559, -2.33848], [-0.52592, 2.67867, 1.18482], [-0.94862, 2.59281, 2.06472], [-0.74676, 1.96698, 0.63107], [3.51601, -0.16346, -2.04022], [3.61161, 0.46242, -2.78306], [2.72495, 0.24106, -1.60140], [1.32147, 0.14834, 1.67787], [2.04182, 0.45380, 2.23753], [0.63858, 0.79626, 1.81456], [-2.44900, -0.75598, 1.34837], [-2.29069, -0.34032, 0.54671], [-2.58913, 0.01501, 1.84295], [1.53140, 1.51354, -0.95022], [0.57947, 1.40354, -0.90055], [1.88206, 1.46682, -0.06692], [0.13525, -3.59268, 1.06295], [1.05154, -3.85622, 1.14621], [-0.46111, -4.26287, 1.40053], [2.62045, -2.30918, 0.64735], [3.28520, -2.73936, 0.10925], [2.58232, -2.67485, 1.53955]],
  "atomic_forces_ev_per_a": [[-0.176, 0.889, -0.277], [-1.549, 0.771, -1.061], [1.678, -0.262, 0.284], [-0.369, -0.495, 0.710], [-1.969, -1.036, -2.408], [-0.015, 1.358, 0.337], [1.383, -1.928, 2.459], [0.213, -0.122, 0.858], [0.399, 0.096, -0.523], [0.773, 1.190, 1.041], [-0.321, -0.162, -0.315], [-0.602, 0.168, -1.442], [0.965, 2.722, 3.306], [0.185, -0.048, -1.108], [-1.108, -2.760, -1.628], [-0.659, 0.736, -0.197], [0.161, -0.547, 0.393], [0.471, -0.191, -0.237], [0.621, -0.583, 0.082], [0.112, -0.123, -0.027], [-0.778, 0.732, -0.108], [-0.353, -2.660, 1.637], [0.936, 1.165, -3.403], [-0.434, 1.459, 1.772], [1.514, 0.175, -1.100], [-0.998, -0.530, 0.495], [-0.205, 0.083, 0.576], [-0.309, 0.395, -0.260], [-0.031, -0.433, 0.012], [0.106, -0.187, 0.068], [-0.558, 0.132, 0.153], [0.357, -0.164, 0.128], [0.560, 0.160, -0.216]]
}

=====

(4)
{
  "formula": "C2H23O10",
  "method": "ωB97M-V/def2-TZVPD",
  "total_charge": -1,
  "e_homo_ev": -6.18,
  "gap_ha": 0.3376,
  "de_lowest_kj_mol": 154.4,
  "total_energy_ha": -842.427712,
  "fmax_ev_per_a": 3.66,
  "species": ["C", "C", "O", "H", "H", "H", "H", "H", "O", "H", "H", "O", "H", "H", "O", "H", "H", "O", "H", "H", "O", "H", "H", "O", "H", "H", "O", "H", "H", "O", "H", "H", "O", "H", "H"],
  "positions_angstrom": [[-0.04314, 1.33469, 1.04397], [-0.08514, 1.45269, -0.48903], [0.18786, 0.18269, -1.07503], [-0.26014, 2.24269, 1.53697], [1.04686, 1.15669, 1.40697], [-0.67914, 0.55069, 1.40097], [0.74386, 2.18169, -0.72603], [-1.03614, 1.85669, -0.88703], [2.63586, 0.08169, -1.63403], [1.75786, 0.31669, -1.23703], [2.90786, -0.50131, -0.95303], [1.32486, -0.59631, 3.30497], [2.11286, -0.06731, 3.17197], [0.81086, -0.51731, 2.53697], [0.33786, -2.08931, -2.33103], [0.31586, -1.18331, -1.98303], [1.04286, -2.61631, -1.87103], [-0.11914, 0.74469, -3.64803], [-0.13514, 0.70869, -2.70103], [-0.40214, -0.10231, -3.99803], [-3.37914, 0.58769, 1.21197], [-3.08814, 0.46969, 0.30497], [-2.56914, 1.03469, 1.41497], [-1.82114, -1.95731, 2.05297], [-2.14714, -1.02331, 2.13697], [-2.62314, -2.38631, 1.74897], [3.22986, 1.65569, 0.70697], [3.22186, 0.70369, 0.78097], [2.49286, 1.87769, 0.17297], [0.55086, -1.82131, 0.83197], [0.51486, -1.10931, 0.21297], [-0.28314, -1.91231, 1.24397], [-2.31914, -0.69531, -1.00103], [-2.83814, -0.05131, -1.55003], [-1.40714, -0.50931, -1.13903]],
  "atomic_forces_ev_per_a": [[2.219, -0.216, -0.329], [1.060, -0.892, 0.181], [-0.728, 1.868, 1.184], [-0.696, 1.273, 0.525], [-1.973, -0.097, -0.802], [-0.260, -0.538, 0.232], [-0.790, -0.232, -0.311], [0.230, 0.119, 0.342], [0.073, 0.929, -0.315], [-0.410, -0.279, -1.075], [0.988, -1.246, 0.732], [1.123, -0.068, 2.458], [-0.009, 0.101, -0.140], [-0.837, -0.200, -1.940], [0.650, -1.580, -0.175], [0.556, -0.297, 0.221], [-1.160, 1.298, -0.488], [-0.350, 0.878, -2.169], [0.268, -0.705, 1.284], [0.125, -0.178, 0.360], [-0.157, 0.264, 0.136], [-0.527, -1.232, -0.996], [0.687, 0.920, 1.348], [-0.845, 1.311, 0.674], [0.370, -1.037, -0.203], [-0.021, -0.292, -0.296], [1.355, 0.325, 1.487], [-0.029, -0.252, -0.216], [-0.905, 0.158, -1.032], [2.479, -0.932, 0.318], [-0.492, 1.016, -1.168], [-1.701, -0.257, 0.454], [-3.605, 0.560, -0.344], [1.022, -1.074, 0.378], [2.292, 0.582, -0.315]]
}

=====

(5)
{
  "formula": "C2H24O10",
  "method": "ωB97M-V/def2-TZVPD",
  "e_homo_ev": -10.33,
  "gap_ha": 0.3739,
  "de_lowest_kj_mol": 226.3,
  "total_energy_ha": -842.927224,
  "smiles": "CO.CO.O.O.O.O.O.O.O.O",
  "fmax_ev_per_a": 1.82,
  "species": ["C", "O", "H", "H", "H", "H", "C", "O", "H", "H", "H", "H", "O", "H", "H", "O", "H", "H", "O", "H", "H", "O", "H", "H", "O", "H", "H", "O", "H", "H", "O", "H", "H", "O", "H", "H"],
  "positions_angstrom": [[7.83143, -6.96776, -3.93266], [8.63391, -7.53787, -4.97544], [8.14341, -5.94207, -3.73592], [6.79065, -6.85258, -4.23535], [7.88794, -7.65314, -3.08698], [8.10427, -8.18816, -5.44259], [4.76206, -4.69018, -5.19956], [4.71713, -3.33561, -5.75908], [5.75135, -4.80919, -4.75768], [4.15143, -4.92822, -4.32860], [4.56371, -5.44370, -5.96177], [5.46371, -2.81216, -5.45873], [7.74712, -4.84823, -6.75821], [7.69419, -5.47302, -7.48144], [7.81910, -5.39350, -5.97480], [4.37460, -7.67241, -7.49517], [3.66952, -8.29839, -7.66024], [3.94122, -6.81897, -7.48873], [5.23471, -3.72088, -8.34342], [5.61020, -3.70008, -7.46319], [5.56688, -4.53257, -8.72691], [7.92870, -2.47471, -5.96101], [7.96864, -3.37793, -6.27538], [8.66054, -2.03677, -6.39558], [3.37118, -6.00039, -1.98357], [3.01086, -6.27414, -2.82704], [3.92693, -6.73072, -1.71159], [1.87882, -2.91998, -6.69769], [2.53149, -3.25648, -6.08366], [1.31882, -3.67235, -6.88888], [2.97339, -0.38859, -5.65386], [2.22527, -0.85978, -6.02065], [3.71858, -0.97170, -5.79842], [7.10493, -2.18048, -3.42753], [7.72936, -1.85355, -2.77989], [7.61721, -2.26954, -4.23119]],
  "atomic_forces_ev_per_a": [[-0.203, -0.482, -0.465], [-0.152, 0.670, -0.216], [0.535, -0.254, 0.354], [-0.218, -0.309, -0.086], [-0.072, 0.555, 0.407], [-0.006, -0.109, 0.032], [1.219, 0.974, 0.358], [-0.933, -1.457, 0.572], [0.227, -0.354, -0.393], [-0.751, 0.844, -0.132], [0.187, 0.311, -0.185], [0.221, -0.073, 0.532], [-0.188, -0.625, -0.140], [0.079, -0.064, -0.302], [0.186, -0.417, 0.301], [0.302, -0.025, 0.129], [-0.152, -0.218, -0.076], [-0.128, 0.294, -0.100], [-0.063, -0.210, -0.700], [-0.115, 0.191, 0.415], [0.084, -0.120, -0.276], [0.062, 1.048, 0.396], [-0.029, -0.483, -0.459], [0.084, 0.300, -0.057], [0.011, 0.203, 0.041], [-0.190, -0.077, -0.178], [0.151, -0.181, 0.145], [-0.321, 0.067, -0.085], [0.534, 0.078, 0.154], [-0.229, -0.066, -0.120], [0.069, 0.482, 0.261], [-0.189, -0.278, -0.193], [0.114, -0.193, -0.084], [-0.386, -0.132, 0.646], [-0.019, 0.086, 0.264], [0.277, 0.024, -0.760]]
}

=====

(6)
{
  "formula": "C2H25N2O8",
  "method": "ωB97M-V/def2-TZVPD",
  "total_charge": 1,
  "e_homo_ev": -13.83,
  "gap_ha": 0.4097,
  "de_lowest_kj_mol": 0.0,
  "total_energy_ha": -802.379453,
  "fmax_ev_per_a": 4.00,
  "species": ["N", "C", "C", "N", "H", "H", "H", "H", "H", "H", "H", "H", "H", "H", "H", "O", "H", "H", "O", "H", "H", "O", "H", "H", "O", "H", "H", "O", "H", "H", "O", "H", "H", "O", "H", "H", "O"],
  "positions_angstrom": [[-0.93736, -0.14403, 1.23458], [-1.47687, -1.43475, 1.84038], [-0.22368, -2.16206, 2.41583], [0.75353, -2.59586, 1.38150], [-0.68331, 0.54098, 1.92060], [-0.06453, -0.40700, 0.75550], [-1.64652, 0.31307, 0.58939], [-2.20977, -1.28885, 2.59872], [-1.84550, -2.00259, 0.92258], [0.20925, -1.56938, 3.27591], [-0.71402, -3.06673, 2.84291], [1.40631, -3.13347, 1.94543], [0.33210, -3.33833, 0.83169], [1.14408, 1.96764, -2.67222], [1.95982, 1.52433, -1.49274], [1.26694, 2.27098, -1.73127], [3.67220, 0.12642, -0.02727], [3.90024, -0.25287, -1.46452], [3.21094, 0.18485, -0.92742], [-0.02694, 1.67441, -0.88304], [-1.20024, 1.18771, -1.55258], [-1.01803, 1.63979, -0.75313], [-0.93806, 2.95165, 1.63497], [-0.54112, 2.97955, 3.03391], [-0.70659, 2.30596, 2.36565], [-1.61405, 0.27007, -4.04712], [-1.14784, 1.65982, -3.35813], [-1.69564, 0.83851, -3.28817], [0.74331, -0.47570, -2.70763], [0.28663, -1.05017, -4.10084], [0.61300, -0.30717, -3.62165], [3.51717, -0.44787, 2.41192], [2.45629, -0.60330, 1.21270], [2.91753, 0.00376, 1.80443], [-3.58541, -0.00834, -1.18270], [-2.80542, 1.30754, -0.77356], [-3.30840, 0.54142, -0.43461]],
  "atomic_forces_ev_per_a": [[-1.344, -1.267, -0.358], [2.678, -0.374, -2.350], [-2.057, -0.931, 0.636], [-0.130, 0.487, 1.064], [0.108, 0.856, 0.780], [-0.568, 0.239, -0.204], [0.914, -0.534, 0.282], [-0.627, 0.390, 0.250], [0.061, 0.566, 1.519], [-0.088, -0.609, -1.222], [0.575, 0.438, 0.293], [0.588, 0.209, -0.281], [-0.295, 0.197, -0.221], [-0.065, 0.837, 0.925], [-1.139, 2.128, -0.068], [2.183, -3.192, -1.010], [-1.248, 0.671, -1.242], [-0.691, 0.368, -0.241], [1.742, -0.818, 1.231], [-0.650, 1.027, 0.284], [-0.897, -1.067, -1.579], [1.635, 0.566, 1.229], [0.221, -1.534, 0.524], [0.237, -0.436, 0.710], [-0.438, 2.105, -1.193], [0.484, 0.267, -0.424], [-0.720, -1.327, -0.775], [-0.514, 1.576, 1.112], [-0.012, -0.859, 1.002], [-0.106, -1.078, -0.018], [0.873, 1.579, -1.080], [-0.359, -0.302, -0.305], [0.192, -0.589, 0.522], [0.077, 0.584, -0.060], [0.135, 0.480, 0.121], [-0.738, -0.525, 0.009], [-0.017, -0.128, 0.135]]
}